[1]
DFT (ωB97M-V/def2-TZVPD) results for a gas-phase ion, C4H8N (charge +1) in a non-equilibrium geometry.

```
13
C4H8N | the OMol25 dataset | ωB97M-V/def2-TZVPD
C 0.53588 -0.68604 -0.30122
C 1.81093 -0.58995 -0.65825
C -0.17499 0.30454 0.36968
C -1.38731 0.39441 -0.58482
N -0.10608 0.58348 1.60549
H -0.09443 -1.44141 -0.89577
H 2.13011 -1.10507 -1.34586
H -1.73256 1.07722 -1.36472
H -2.17032 0.43079 0.14316
H -1.37391 -0.53140 -1.07199
H -0.19976 1.47944 2.07162
H 2.33385 0.08907 -0.14740
H 0.42858 -0.00510 2.18008
```

**Max |F|**: 9.52 eV/Å
**Multiplicity**: 1
**Energy**: -5757.348 eV
**Total charge**: +1
**Gap between HOMO and LUMO**: 9.83 eV


[2]
DFT (ωB97M-V/def2-TZVPD) results for a gas-phase ion, C4H8N (charge +1) in a non-equilibrium geometry.

```
13
C4H8N | the OMol25 dataset | ωB97M-V/def2-TZVPD
C 0.02428 0.59362 -0.23381
C 0.89419 0.30786 0.89619
C 1.27343 1.63925 0.30715
C -1.22702 -1.40214 -0.38544
N -0.97277 -0.09766 -0.80881
H 1.84930 -0.28852 0.74189
H 0.35537 0.20088 1.91011
H 2.06325 1.46638 -0.40205
H 1.01024 2.64757 0.47635
H -0.43482 -1.54588 0.35579
H -2.28108 -1.54834 -0.08688
H -0.98397 -2.25471 -1.15574
H -1.57039 0.28169 -1.61475
```

**Max |F|**: 5.02 eV/Å
**Multiplicity**: 1
**Energy**: -5757.502 eV
**Total charge**: +1
**Gap between HOMO and LUMO**: 11.01 eV


[3]
DFT (ωB97M-V/def2-TZVPD) results for a gas-phase ion, C4H8N (charge +1) in a non-equilibrium geometry.

```
13
C4H8N | the OMol25 dataset | ωB97M-V/def2-TZVPD
C 1.58599 1.29595 -1.47745
C 0.65154 0.73201 -0.94518
C -0.51871 0.52735 1.21087
C -0.44320 0.07762 -0.18251
N -0.17259 -1.36318 -0.12041
H 2.26991 2.05103 -1.82014
H 0.49754 0.24621 1.49355
H -0.78353 1.60759 1.28479
H -1.20499 0.04553 1.77179
H -1.55114 0.22130 -0.67434
H -1.03578 -1.89838 0.14089
H 0.80645 -1.62234 0.35975
H -0.10149 -1.92069 -1.04162
```

**Max |F|**: 4.86 eV/Å
**Multiplicity**: 1
**Energy**: -5757.829 eV
**Total charge**: +1
**Gap between HOMO and LUMO**: 10.70 eV


[4]
DFT (ωB97M-V/def2-TZVPD) results for C4H8N2 in the gas phase in a non-equilibrium geometry.

```
14
C4H8N2 | the OMol25 dataset | ωB97M-V/def2-TZVPD
C -0.67026 -1.66296 -1.02930
C 0.36125 -1.04385 -0.10435
N 0.27023 0.50364 -0.41121
C 0.81904 1.34901 0.66773
C -0.15482 1.48454 1.75910
N -0.92929 1.61976 2.60643
H -0.42014 -1.54831 -2.09728
H -1.71521 -1.30458 -0.90587
H -0.68708 -2.74196 -0.84179
H 0.00962 -1.12542 0.92855
H 0.94144 0.40040 -1.15944
H -0.62610 0.90621 -0.75370
H 1.09832 2.34991 0.31760
H 1.70300 0.81358 1.02353
```

**Max |F|**: 1.17 eV/Å
**Multiplicity**: 1
**Energy**: -7254.176 eV
**Gap between HOMO and LUMO**: 7.35 eV


[5]
DFT (ωB97M-V/def2-TZVPD) results for a molecular structure, C4H8N2.

```
14
C4H8N2 | the OMol25 dataset | ωB97M-V/def2-TZVPD
C 1.41864 -0.24012 0.59215
C -0.02423 -0.46189 0.23021
C -0.43600 0.54391 -1.48204
N -0.81020 0.81878 0.30034
C -0.66813 -1.53469 0.92008
N -1.26088 -2.40548 1.41482
H 1.54286 0.15344 1.61845
H 1.90742 0.47108 -0.08893
H 1.96747 -1.18553 0.53670
H -0.73900 1.56401 -1.75648
H -1.13182 -0.18901 -1.88225
H 0.58682 0.36187 -1.80592
H -1.80880 0.63748 0.34496
H -0.54416 1.46617 1.05792
```

**Max |F|**: 0.74 eV/Å
**Multiplicity**: 1
**Energy**: -7253.055 eV
**Gap between HOMO and LUMO**: 7.59 eV


[6]
DFT (ωB97M-V/def2-TZVPD) results for 2 unconnected molecules or ions with the total composition C4H8N2 in a non-equilibrium geometry.

```
14
C4H8N2 | the OMol25 dataset | ωB97M-V/def2-TZVPD
C 1.08943 -0.07560 1.84255
C -0.05097 -1.08552 -2.84094
C -0.26737 0.41892 1.35696
C 0.76916 -0.71009 -2.04138
N -1.59058 0.87556 -0.35324
N -0.34452 0.59365 0.12976
H 1.35477 0.00334 2.87421
H 1.91980 0.38001 1.26901
H -0.63953 -1.44025 -3.53959
H 1.23416 -1.12513 1.60090
H -1.09381 0.28169 2.02246
H 1.54000 -0.28774 -1.48482
H -2.23073 1.03495 0.40852
H -1.68982 1.13622 -1.24440
```

**Max |F|**: 5.16 eV/Å
**Multiplicity**: 1
**Energy**: -7253.599 eV
**Gap between HOMO and LUMO**: 9.73 eV


[7]
DFT (ωB97M-V/def2-TZVPD) results for C4H8N2 in the gas phase in a non-equilibrium geometry.

```
14
C4H8N2 | the OMol25 dataset | ωB97M-V/def2-TZVPD
C -0.57242 -1.10402 -1.57951
C -0.13029 -0.74132 -0.16817
N 0.43620 0.60534 -0.16821
C 0.75655 1.13282 1.13953
C -0.39400 1.20887 2.07851
N -1.32022 1.26683 2.76996
H -1.11887 -2.05089 -1.59874
H 0.28580 -1.16895 -2.25694
H -1.25422 -0.33880 -1.97321
H -0.98182 -0.83604 0.52655
H 0.64068 -1.44151 0.18606
H -0.21278 1.23375 -0.63514
H 1.16716 2.14317 1.03105
H 1.53327 0.51306 1.60144
```

**Max |F|**: 1.14 eV/Å
**Multiplicity**: 1
**Energy**: -7257.369 eV
**Gap between HOMO and LUMO**: 10.72 eV


[8]
DFT (ωB97M-V/def2-TZVPD) results for 2 unconnected molecules or ions with the total composition C4H8N2 in a non-equilibrium geometry.

```
14
C4H8N2 | the OMol25 dataset | ωB97M-V/def2-TZVPD
C 2.43950 0.04106 -0.07081
C 0.93076 -0.06048 0.12652
C -1.75914 0.58485 -0.52576
C -1.78078 -0.28137 0.66205
H 2.99460 -1.11487 0.74279
H 2.89900 1.21056 0.19173
H 2.58630 -0.33471 -1.30095
H 0.15602 0.84256 0.47381
H -2.60130 0.44505 -1.12411
H -1.05339 1.43319 -0.54771
H -2.69894 -0.79214 0.75114
H -1.13995 -0.29816 1.67353
N 0.22242 -0.91771 -0.52665
N -1.19509 -0.75783 -0.52557
```

**Max |F|**: 4.84 eV/Å
**Multiplicity**: 1
**Energy**: -7251.034 eV
**Gap between HOMO and LUMO**: 9.55 eV